Molecular formula: C18H22BrF5NO9S2
Method: DFT, ωB97M-V/def2-TZVPD

```
58
C18H22BrF5NO9S2 (ωB97M-V/def2-TZVPD)
C 3.47446 3.01594 0.55915
O 3.33126 1.64587 0.82737
C 4.08944 0.83589 -0.08643
C 3.57161 1.08233 -1.51307
C 3.82089 -0.08458 -2.49579
C 2.67720 -0.20956 -3.54614
C 1.46004 -0.90843 -2.85892
C 0.10911 -0.13770 -3.03053
C -0.16285 0.77731 -1.84569
C -0.46273 0.37077 -0.62413
C -0.60751 -1.11528 -0.34244
C -1.17160 -1.48293 1.06727
O -2.45882 -2.03717 0.97946
C -0.18815 -2.47840 1.71947
F 1.04657 -1.97075 1.75570
F -0.17721 -3.64132 1.08244
F -0.53293 -2.66748 2.97209
C -0.64340 1.46623 0.39938
O -0.22554 1.45017 1.50748
C -1.39019 2.69973 -0.10751
C -1.11724 3.09067 -1.32560
C -1.81857 4.28750 -1.96939
C -3.25846 4.41838 -1.44145
O -3.58791 5.40577 -0.92787
Br -4.56329 2.98272 -1.62473
C -0.08467 2.27922 -2.09077
O 0.73095 2.76756 -2.80277
H 2.77061 3.38640 -0.20921
H 3.27484 3.61867 1.45632
H 4.49539 3.28335 0.22882
H 5.15265 1.11194 0.02576
H 3.90586 -0.19332 0.24279
H 2.48094 1.21830 -1.44260
H 3.95803 2.00889 -1.95869
H 4.81268 -0.05446 -2.96652
H 3.78921 -1.02930 -1.92623
H 2.42912 0.75394 -4.00509
H 3.05838 -0.91725 -4.29678
H 1.67825 -0.94184 -1.78740
H 1.32512 -1.91023 -3.28473
H 0.21675 0.52072 -3.90566
H -0.75307 -0.78934 -3.22008
H -1.33866 -1.49480 -1.07423
H 0.30658 -1.69588 -0.50439
H -1.25530 -0.64178 1.75890
H -2.44744 -2.78197 0.36161
H -2.13218 3.19285 0.51825
H -1.28584 5.19407 -1.67274
H -1.89489 4.16289 -3.05737
N -3.27580 -4.59530 4.53822
S -2.88418 -4.12987 5.99857
O -3.52996 -4.81590 7.07515
O -2.62183 -2.73622 6.18063
F -1.41142 -4.74728 6.05613
S -4.74703 -4.20730 4.14084
O -5.20047 -4.90215 2.97431
O -5.10674 -2.82644 4.23336
F -5.63001 -4.88386 5.28546
```

The charge is -1. For the HOMO-LUMO gap, the calculation gives 7.132 eV. Its total energy is -144241.0880 eV. The lowest unoccupied orbital energy comes out at 0.73 eV. For the HOMO energy, the calculation gives -6.402 eV.


Molecular formula: C18H22BrIN2O5
Method: DFT, ωB97M-V/def2-TZVPD

```
49
C18H22BrIN2O5 (ωB97M-V/def2-TZVPD)
C 0.44600 -0.37683 2.38601
O -0.25380 -0.47710 1.16508
C 0.50288 -0.12392 0.03207
C 0.98535 1.31526 -0.00881
C -0.10830 2.35708 -0.26961
C -1.26939 2.24312 0.66309
N -2.28854 1.54024 0.26788
C -3.32494 1.37780 1.14298
C -4.43168 0.59168 0.76234
C -5.48440 0.38738 1.63180
C -6.66420 -0.46852 1.21678
C -6.22512 -1.73393 0.52575
O -6.57069 -2.05736 -0.54480
I -4.88440 -3.02041 1.62553
C -5.46014 0.99047 2.90705
C -4.38632 1.76835 3.28291
C -3.29667 1.97136 2.41011
N -2.23725 2.73351 2.82105
C -1.28594 2.83620 1.96465
Br 0.24334 3.84429 2.53212
H 1.52184 -0.44851 2.24258
H 0.10606 -1.15316 3.06068
H 0.25379 0.59016 2.85964
H -0.11872 -0.30934 -0.83776
H 1.37508 -0.77751 -0.06632
H 1.54018 1.59591 0.88326
H 1.69181 1.38756 -0.83345
H -0.51166 2.21649 -1.26862
H 0.32625 3.34851 -0.24444
H -4.41542 0.14938 -0.22156
H -7.31268 0.06617 0.53347
H -7.19630 -0.77382 2.11354
H -6.27275 0.83498 3.59837
H -4.35454 2.23266 4.25491
C 5.07656 -3.96601 -3.28003
C 4.48581 -2.77984 -4.01087
O 4.23672 -1.67902 -3.12296
C 5.30412 -0.94985 -2.80541
O 6.42208 -1.10348 -3.22112
O 4.91071 0.01139 -1.96804
C 5.96567 0.85795 -1.50537
H 4.44248 -4.24867 -2.43887
H 5.16348 -4.81748 -3.95459
H 6.06707 -3.73322 -2.89155
H 3.51172 -3.03457 -4.42370
H 5.12499 -2.45350 -4.83050
H 6.53064 1.26808 -2.33896
H 6.62877 0.30552 -0.84168
H 5.49048 1.66458 -0.95461
```

The charge is 0. For the HOMO-LUMO gap, the calculation gives 8.725 eV. The structure (SMILES) is COCCCc1nc2cc(CC(=O)I)ccc2nc1Br.CCOC(=O)OC. Its total energy is -110383.8501 eV. The lowest unoccupied orbital energy comes out at -0.40 eV. For the HOMO energy, the calculation gives -9.120 eV.


Molecular formula: C18H22BrN5O5PdS
Method: DFT, ωB97M-V/def2-TZVPD

```
53
C18H22BrN5O5PdS (ωB97M-V/def2-TZVPD)
Pd -0.07775 -0.37664 -0.37259
N -0.03407 1.57714 3.71591
C -0.29815 1.11707 2.46309
O -0.19144 1.83850 1.48637
C -0.74622 -0.32847 2.38802
C -1.37487 -0.67102 1.05454
H 0.38482 2.48625 3.80672
H -0.02129 0.95676 4.50475
H -1.44427 -0.51459 3.21247
H 0.12678 -0.96777 2.54657
H -2.21153 -0.00067 0.83494
H -1.70640 -1.71215 1.04506
N -0.04291 4.53023 -2.00962
C -1.21788 3.66865 -1.98751
C -0.79998 2.22372 -1.78788
O -1.56671 1.37128 -1.39273
O 0.45230 1.95522 -2.08237
H -0.21317 5.39406 -2.50352
H 0.89036 2.80324 -2.30327
H 0.26143 4.75902 -1.07111
H -1.70830 3.70893 -2.96211
H -1.96639 3.90861 -1.23152
N -2.69839 -1.48099 -1.99693
C -1.52946 -2.19285 -1.86635
S -0.16632 -1.72489 -2.72304
N -1.68964 -3.32032 -1.13158
C -0.76555 -4.22720 -0.55767
C 0.60503 -4.22265 -0.78512
C 1.40341 -5.15636 -0.13725
C 0.86215 -6.09525 0.72561
C -0.50852 -6.09888 0.94634
C -1.31439 -5.17146 0.31125
H -2.55109 -0.55246 -2.36571
H -3.32236 -1.49040 -1.20176
H -2.63806 -3.49118 -0.83393
H 1.04408 -3.49600 -1.44639
H 2.47152 -5.13839 -0.31486
H 1.49937 -6.81512 1.22188
H -0.95411 -6.82238 1.61675
H -2.38473 -5.17489 0.49258
Br 7.72863 -0.97503 -0.94765
C 6.15547 -1.62158 -0.11744
C 6.23491 -2.70974 0.73924
N 5.16905 -3.21406 1.35378
C 3.99050 -2.63553 1.12620
C 3.82321 -1.54474 0.28284
C 4.93560 -1.02407 -0.35968
C 2.46585 -0.94416 0.04200
O 2.33974 -0.00829 -0.76315
O 1.49158 -1.46332 0.68533
H 7.18932 -3.18620 0.93083
H 3.12690 -3.05420 1.62824
H 4.82258 -0.17955 -1.02558
```

The charge is 0. For the HOMO-LUMO gap, the calculation gives 7.783 eV. Its total energy is -121069.8297 eV. The energy above the lowest of the compared OMol25 structures with the same formula, charge and spin is 35.3 kcal per mole. The lowest unoccupied orbital energy comes out at 0.25 eV. For the HOMO energy, the calculation gives -7.531 eV.


Molecular formula: C18H22BrNO
Method: DFT, ωB97M-V/def2-TZVPD

```
43
C18H22BrNO (ωB97M-V/def2-TZVPD)
C 4.11067 -1.66176 0.51934
C 2.66135 -1.74652 0.15123
C 1.69805 -2.06292 1.09714
C 0.34974 -2.15388 0.78192
C -0.64259 -2.54808 1.83418
C -0.05833 -1.90575 -0.53215
O -1.37619 -1.99205 -0.91579
C -2.19629 -0.90715 -0.50476
C -2.03102 0.29233 -1.44289
N -2.75096 1.46184 -0.97801
C -2.92860 2.42764 -2.04267
C -2.25779 2.02274 0.28097
C -0.77546 1.89379 0.54274
C 0.16867 2.38779 -0.35135
C 1.52110 2.19377 -0.13192
C 1.95497 1.52378 0.99805
C 1.02762 1.05756 1.91294
C -0.32395 1.23510 1.68016
C 0.91928 -1.63469 -1.48578
Br 0.38489 -1.40821 -3.29438
C 2.25851 -1.54979 -1.16191
H 4.61598 -0.90508 -0.07628
H 4.22862 -1.42334 1.57344
H 4.59943 -2.61818 0.33137
H 2.00278 -2.25639 2.11585
H -0.91870 -1.68883 2.44560
H -0.20841 -3.29856 2.49159
H -1.54124 -2.95593 1.37771
H -3.22299 -1.27730 -0.54152
H -1.95375 -0.61704 0.52052
H -2.42514 0.01762 -2.42376
H -0.95363 0.49632 -1.56206
H -1.98839 2.77285 -2.49568
H -3.47156 3.29010 -1.65967
H -3.52980 1.96795 -2.82734
H -2.53758 3.07938 0.30605
H -2.80122 1.52619 1.09475
H -0.15274 2.93003 -1.22810
H 2.23798 2.57163 -0.84629
H 3.01018 1.37381 1.16957
H 1.35726 0.55039 2.80782
H -1.04383 0.86949 2.40074
H 2.98310 -1.33064 -1.93138
```

The charge is 0. For the HOMO-LUMO gap, the calculation gives 9.081 eV. The structure (SMILES) is Cc1cc(C)c(OCCN(C)Cc2ccccc2)c(Br)c1. Its total energy is -92602.8036 eV. The energy above the lowest of the compared OMol25 structures with the same formula, charge and spin is 4.6 kcal per mole. The lowest unoccupied orbital energy comes out at 0.76 eV. For the HOMO energy, the calculation gives -8.320 eV.


Molecular formula: C18H22BrO19PS4
Method: DFT, ωB97M-V/def2-TZVPD

```
65
C18H22BrO19PS4 (ωB97M-V/def2-TZVPD)
O 2.36657 1.21942 -2.41798
P 1.80573 0.13271 -3.29831
C -0.06380 0.14869 -3.44634
C -0.70989 1.23496 -4.20965
C -2.15863 1.21021 -4.35112
C -2.97618 0.15030 -3.77914
C -2.30464 -0.91017 -2.98922
C -0.84214 -0.94047 -2.80926
Br 0.04799 -2.35297 -1.81038
C -3.23823 -2.00040 -2.36647
O -2.99254 -2.60441 -1.34716
C -4.60043 -2.30665 -3.06483
C -5.17364 -1.30853 -3.77890
C -4.53155 0.09263 -3.96639
O -5.18152 1.05982 -4.27318
H 2.27381 0.28569 -4.65083
H 2.22796 -1.18131 -2.91685
H -0.07538 2.03452 -4.65811
H -2.63530 2.02345 -4.94710
H -5.06623 -3.31099 -2.96834
H -6.15744 -1.50102 -4.27174
O 4.37447 -2.41771 -1.06831
S 4.87959 -1.74121 0.08070
O 5.46036 -2.42795 1.18115
O 3.72110 -0.75285 0.62926
C 4.19985 0.59391 0.63972
C 5.22767 0.65806 -0.47234
O 5.91147 -0.60055 -0.41630
H 4.65722 0.78530 1.61432
H 3.37873 1.29153 0.48136
H 5.92806 1.48156 -0.34513
H 4.74507 0.73889 -1.44966
O 5.73221 -4.97214 3.65466
S 6.67680 -4.75476 2.61186
O 6.30326 -4.29015 1.32574
O 7.56972 -6.10035 2.45165
C 8.94843 -5.78986 2.65013
C 8.95687 -4.59916 3.59062
O 7.85029 -3.79573 3.17913
H 9.38291 -5.53148 1.68079
H 9.47566 -6.64752 3.06576
H 9.88425 -4.03178 3.53552
H 8.78260 -4.91104 4.62411
O -1.29529 3.83134 0.22377
S -1.83838 2.59455 -0.22130
O -1.84504 2.20650 -1.58998
O -3.34018 2.46319 0.36037
C -3.44456 1.27787 1.15469
C -2.05347 1.04259 1.70701
O -1.17139 1.40197 0.63967
H -3.75472 0.45739 0.50175
H -4.18284 1.41268 1.94429
H -1.89429 0.00871 2.00754
H -1.84725 1.70232 2.55386
O -6.75413 4.47058 5.20756
S -6.16961 4.00899 3.99700
O -4.98813 3.21280 3.96585
O -5.96349 5.27682 3.01923
C -6.67130 5.06384 1.79556
C -7.83887 4.16845 2.16394
O -7.31159 3.25933 3.13317
H -5.99674 4.56671 1.09352
H -6.99625 6.01340 1.37357
H -8.23606 3.62865 1.30638
H -8.64203 4.73939 2.63730
```

The charge is 0. For the HOMO-LUMO gap, the calculation gives 8.201 eV. The structure (SMILES) is O=[PH2]c1ccc2c(c1Br)C(=O)C=CC2=O.O=S1(=O)OCCO1.O=S1(=O)OCCO1.O=S1(=O)OCCO1.O=S1(=O)OCCO1. Its total energy is -180590.7728 eV. The lowest unoccupied orbital energy comes out at -1.37 eV. For the HOMO energy, the calculation gives -9.568 eV.


Molecular formula: C18H22CeN5O6S2Si
Method: DFT, ωB97M-V/def2-TZVPD

```
55
C18H22CeN5O6S2Si (ωB97M-V/def2-TZVPD)
Ce 12.69227 6.66491 10.81939
O 17.00423 4.23386 14.60754
C 17.59175 4.48174 13.47545
O 18.76342 4.24550 13.23310
C 16.73733 5.07388 12.37134
C 17.24909 5.58391 11.18186
N 16.27370 6.25039 10.51064
N 15.01235 6.10980 11.15154
C 15.31111 5.43131 12.34144
C 14.19505 5.25882 13.28491
O 14.35827 4.68005 14.34991
O 13.13461 5.94338 12.88728
H 15.93355 4.22137 14.52681
H 18.29000 5.62481 10.84808
H 16.37848 6.85088 9.68147
N 7.97541 6.19930 16.99318
C 8.34615 6.23696 15.71240
C 7.30684 5.96429 14.67259
C 7.57951 6.26932 13.36802
C 8.92526 6.61858 13.02636
C 9.89513 6.70424 13.96888
C 9.65013 6.50220 15.29032
S 9.37736 6.74601 11.32167
O 8.22117 6.80898 10.43416
O 10.31047 7.87248 11.28135
N 10.36710 5.43071 11.12822
C 10.57190 4.74506 9.95404
S 9.39626 4.53467 8.60395
C 10.79411 4.19410 7.55276
C 11.93887 4.12629 8.26750
N 11.83583 4.51941 9.57446
H 7.02185 6.14847 17.28266
H 8.60761 6.25098 17.78708
H 6.37372 5.48380 15.11152
H 6.85608 6.16233 12.52033
H 10.90504 7.00961 13.67269
H 10.46649 6.45096 16.02292
H 10.80598 4.18941 6.41120
H 12.80534 3.69759 7.85337
C 14.26658 6.56940 7.60220
Si 13.75001 8.36188 7.96894
C 12.71492 8.72773 6.45726
C 15.25342 9.46511 7.95656
C 12.79364 8.65790 9.50112
H 15.29947 6.67783 7.09308
H 13.48340 6.06208 7.03898
H 14.40535 5.90664 8.49801
H 13.31259 8.55557 5.59108
H 12.40287 9.78863 6.41075
H 11.78419 8.07572 6.48914
H 15.05784 10.35556 7.32080
H 16.12370 8.90250 7.70386
H 15.41731 9.78568 9.05102
H 11.71076 8.87132 9.39148
H 13.07883 9.55538 10.12667
```

As for the expectation value of S²: 0.751. The charge is 0. Its multiplicity is 2. For the HOMO-LUMO gap (spin up / spin down), the calculation gives 7.291 / 7.290 eV. Its total energy is -81236.3167 eV. The energy above the lowest of the compared OMol25 structures with the same formula, charge and spin is 24.7 kcal per mole. The lowest unoccupied orbital energy (spin up / spin down) comes out at -0.77 / -0.76 eV. For the HOMO energy (spin up / spin down), the calculation gives -8.056 / -8.046 eV.


> What is the charge in the fourth record?

0